Entry 1:
The following is a DFT calculation (the ωB97M-V functional and the def2-TZVPD basis) of a gas-phase ion, C4H12N3O (charge +1) at a distorted geometry.

Geometry (Å):
C -0.04286 -1.66136 -0.91340
C -0.23765 -0.82831 1.57209
C 0.39770 0.68869 -0.48313
C -0.32052 -0.54185 -0.00135
N -1.99551 -0.40300 -0.36399
N 1.80979 0.61348 -0.29935
N -0.20401 1.90159 0.17811
O -2.39632 0.73706 -0.46417
H 1.00767 -1.62570 -1.27603
H -0.10671 -2.63249 -0.57198
H -0.51858 -1.26493 -1.84566
H 0.59735 -1.55173 1.78540
H -1.21041 -1.44343 1.92498
H -0.25423 0.07624 2.18162
H 0.17252 0.82269 -1.54109
H 2.27458 0.53373 -1.09686
H 2.22176 0.01468 0.47740
H 0.13453 2.09642 1.07789
H -1.33151 1.84155 0.10369
H 0.00242 2.62668 -0.44416

As for the spin multiplicity: 1. The calculation puts the orbital gap at 0.325 Ha. The net charge is +1. The SMILES is CC(C)(N=O)[C@H](N)[NH3+].

Mulliken atomic charge list, values in e, 4 entries: atom 1 (C): -1.471, atom 2 (C): -1.290, atom 3 (C): -0.614, atom 4 (C): 0.872


Entry 2:
The following is a DFT calculation (the ωB97M-V functional and the def2-TZVPD basis) of 2 unconnected molecules or ions with the total composition C4H12N3OPS2 at a distorted geometry.

Geometry (Å):
C -2.87227 -0.96122 0.38971
C -1.41960 0.29904 -1.07323
C -2.83563 0.09408 1.44915
C -1.65126 1.46867 -0.09433
N -1.63900 -0.96863 -0.42574
N 5.15996 -0.70618 -1.44126
N 3.93817 0.41885 0.36966
O -2.73976 1.34373 0.79532
P 5.30923 0.54292 -0.40446
S 0.68346 -0.77713 1.39104
S -0.23776 -1.88074 -0.02789
H -2.84996 -2.02590 0.76806
H -3.61214 -0.74851 -0.45752
H -2.00840 0.36206 -2.02571
H -0.34598 0.46746 -1.30820
H -3.80668 0.16918 2.12960
H -1.89568 -0.03829 2.19382
H -0.66011 1.55396 0.40294
H -1.99958 2.39319 -0.63019
H 4.12465 -0.90099 -1.70998
H 5.70234 -0.90163 -2.24555
H 3.86082 1.07676 1.15638
H 1.79515 -0.28065 0.79836

As for the spin multiplicity: 1. The calculation puts the orbital gap at 0.313 Ha. The SMILES is SSN1CCOCC1.[H]/N=P/N.

Mulliken atomic charge list, values in e, 4 entries: atom 1 (C): -0.531, atom 2 (C): -0.662, atom 3 (C): -0.172, atom 4 (C): -0.299


Entry 3:
The following is a DFT calculation (the ωB97M-V functional and the def2-TZVPD basis) of a gas-phase ion, C4H12N3S (charge +1) at a distorted geometry.

Geometry (Å):
C 1.38891 0.74197 1.00082
C 1.82599 0.53637 2.36907
C -2.69537 -0.91411 -0.89469
C -1.31743 -1.48131 -0.65729
N 0.54691 -0.08907 0.53626
N 1.81494 1.84183 0.31133
N -0.16766 -0.10941 -0.63035
S 0.78355 0.06070 -2.11624
H 1.86033 -0.46956 2.54934
H 2.79869 0.95858 2.37930
H 1.20209 0.94854 3.17790
H -2.96092 -0.28387 -0.18762
H -2.63540 -0.44224 -1.88761
H -3.27888 -1.80996 -1.19401
H -0.90421 -2.13556 -1.36020
H -1.05437 -1.72439 0.33316
H 2.59453 2.43776 0.52871
H 1.24174 2.10648 -0.45086
H -0.78321 0.74724 -0.57827
H 1.91917 -0.46767 -1.60814

As for the spin multiplicity: 1. The calculation puts the orbital gap at 0.381 Ha. The net charge is +1. The SMILES is CC[N@H+](S)/N=C(/C)N.

Mulliken atomic charge list, values in e, 4 entries: atom 1 (C): 0.607, atom 2 (C): -1.126, atom 3 (C): -1.100, atom 4 (C): -0.214


Entry 4:
The following is a DFT calculation (the ωB97M-V functional and the def2-TZVPD basis) of a single C4H12N4 molecule at a distorted geometry.

Geometry (Å):
C 0.64855 2.10710 1.33375
N 1.11582 1.20857 0.28266
C -0.88789 0.47955 -1.83891
N -1.05973 0.19213 -0.59536
H 0.83084 1.53546 -0.63695
H -0.43970 2.21993 1.30700
H 1.09416 3.09575 1.18889
H 0.93561 1.76341 2.33222
H 0.00627 0.19557 -2.41657
H -1.63060 1.10459 -2.35651
C 0.10499 -2.03421 -0.78630
C -0.21296 -0.80513 0.07010
N -0.97221 -1.25871 1.20481
N 0.96256 -0.20143 0.67853
H -1.93870 -1.26268 0.88853
H -0.91875 -0.48782 1.86535
H 1.79330 -0.76460 0.50516
H -0.80687 -2.59575 -1.02451
H 0.78877 -2.71756 -0.26812
H 0.58653 -1.77419 -1.73377

As for the spin multiplicity: 1. The calculation puts the orbital gap at 0.346 Ha. The SMILES is C=N[C@](C)(N)NNC.

Mulliken atomic charge list, values in e, 4 entries: atom 1 (C): -0.798, atom 2 (N): -0.375, atom 3 (C): -0.462, atom 4 (N): -0.483


Entry 5:
The following is a DFT calculation (the ωB97M-V functional and the def2-TZVPD basis) of 3 unconnected molecules or ions with the total composition C4H12N4 at a distorted geometry.

Geometry (Å):
C -1.41131 -0.31755 -0.96182
C 0.96112 0.66392 -0.67231
C 1.75400 -0.54553 -1.06558
N -1.32760 -1.46771 -0.25162
H -1.82288 -1.48952 0.62938
H -0.40271 -1.86428 -0.15117
H -2.38067 0.15768 -0.98816
H -0.91102 -0.29203 -1.91655
H 0.58898 1.25401 -1.50412
H 1.46520 1.33444 0.01271
H 2.68201 -0.27929 -1.58924
H 1.19886 -1.19869 -1.74748
H 2.03586 -1.15250 -0.20002
C -1.43410 1.45872 1.01733
N 0.23791 0.04226 1.55669
N -0.91000 0.59375 1.83179
N 1.15578 -0.02350 2.41082
H 1.85100 -0.67856 2.03633
H -2.48343 1.68607 1.16118
H -0.84702 2.11832 0.39185

As for the spin multiplicity: 1. The calculation puts the orbital gap (alpha / beta) at 0.295 / 0.264 Ha.

Mulliken atomic charge list, values in e, 4 entries: atom 1 (C): -0.675, atom 2 (C): -0.947, atom 3 (C): -0.986, atom 4 (N): -0.381


Entry 6:
The following is a DFT calculation (the ωB97M-V functional and the def2-TZVPD basis) of 2 unconnected molecules or ions with the total composition C4H12N4 at a distorted geometry.

Geometry (Å):
C 0.82359 2.19189 -0.47778
N 0.71455 0.73550 -0.45971
N 1.98893 0.10031 -0.52758
H 0.25628 0.09565 0.95433
H 1.81231 -0.85117 -0.20304
H 2.24019 -0.00486 -1.51409
H 1.21945 2.55710 -1.42865
H -0.16559 2.62094 -0.32720
H 1.48557 2.48430 0.33498
C -0.88486 -2.02653 1.31362
C -0.81459 -0.53748 1.44149
C -0.31971 0.14026 -1.23382
N -1.83327 0.10333 1.83292
N -0.05951 -0.89843 -1.91969
H -1.66829 1.10749 1.93459
H -0.87411 -1.29078 -2.37888
H -1.26341 0.68415 -1.16587
H -0.21506 -2.50278 2.03294
H -0.53895 -2.32644 0.32130
H -1.90353 -2.38246 1.47014

As for the spin multiplicity: 1. The calculation puts the orbital gap at 0.330 Ha. The SMILES is [H]/N=C/N(C)N.[H]/N=C/C.

Mulliken atomic charge list, values in e, 4 entries: atom 1 (C): -0.962, atom 2 (N): 0.157, atom 3 (N): -0.794, atom 4 (H): 0.388


Entry 7:
The following is a DFT calculation (the ωB97M-V functional and the def2-TZVPD basis) of a gas-phase ion, C4H12N4 (charge +2) at a distorted geometry.

Geometry (Å):
C -2.33412 0.96758 0.23514
C -3.84759 -0.98114 0.06515
C 3.36655 -0.32290 0.30784
C 2.02932 0.38895 -0.11807
N -3.08166 -0.05272 0.03296
N -1.04074 1.14748 -0.07008
N -0.40931 0.14541 -0.78033
N 0.77872 -0.44575 -0.14581
H -2.84003 1.59129 0.89833
H -3.49020 -1.92523 0.52361
H -4.88045 -1.03972 -0.29582
H 3.43010 -0.54608 1.44775
H 3.60398 -1.33768 -0.08598
H 4.28313 0.21313 0.06209
H 2.01030 0.86745 -1.15634
H 1.71922 1.27818 0.47181
H -0.63546 2.02984 0.13532
H -0.11458 0.25507 -1.70419
H 0.38148 -0.82521 0.67738
H 1.07131 -1.40795 -0.50075

As for the spin multiplicity: 1. The calculation puts the orbital gap at 0.382 Ha. The net charge is +2. The SMILES is C=N/C=[NH+]\N[NH2+]CC.

Mulliken atomic charge list, values in e, 4 entries: atom 1 (C): 0.040, atom 2 (C): -0.145, atom 3 (C): -1.147, atom 4 (C): -0.186


Entry 8:
The following is a DFT calculation (the ωB97M-V functional and the def2-TZVPD basis) of a gas-phase ion, C4H12N4 (charge +2) at a distorted geometry.

Geometry (Å):
C -0.99096 0.11245 0.09130
C 3.68178 -0.13307 0.11431
C -3.15551 1.12983 0.02767
C 2.28112 0.31788 -0.14082
N -0.17460 -0.90719 -0.02513
N -2.26702 -0.03756 -0.11664
N -2.81152 -1.22745 -0.05784
N 1.42298 -0.74442 0.11388
H -0.68362 1.12932 0.35449
H 3.72498 -1.18378 0.52037
H 4.29881 0.03449 -0.76199
H 4.34020 0.37210 0.82445
H -4.19340 0.91243 0.14730
H -2.61771 1.73351 0.85991
H -3.10347 1.64953 -0.86294
H 2.38655 0.51085 -1.30896
H 2.01409 1.32381 0.16716
H -2.14785 -2.02312 -0.22910
H -3.82116 -1.32587 -0.09017
H 1.81631 -1.64373 0.37275

As for the spin multiplicity: 1. The calculation puts the orbital gap (alpha / beta) at 0.277 / 0.294 Ha. The net charge is +2.

Mulliken atomic charge list, values in e, 4 entries: atom 1 (C): 0.205, atom 2 (C): -1.071, atom 3 (C): -0.683, atom 4 (C): -0.001


Energy relative to the best compared isomer or geometry (same formula, charge and spin), respectively: 114.0, 17.4, 75.6, 62.5, 161.0, 73.1, 101.6, 147.0 kcal/mol.